15
Properties=species:S:1:pos:R:3:nbo_charge:R:1 method="wB97M-V/def2-TZVPD" lumo_energy_ev=0.20 multiplicity=1 homo_energy_ha=-0.3602 charge=0 de_lowest_kcal_mol=146.5 gap_ev=10.0 max_force_ha_per_bohr=0.12805 energy_ha=-759.8430
H 2.581 -1.817 -0.759 0.24
H -2.892 -0.933 0.049 0.23
H -2.445 1.989 -0.582 0.19
C 2.752 -1.213 0.072 -0.85
H 3.847 -0.832 -0.002 0.25
H -4.428 0.200 -0.459 0.24
C -3.298 0.033 -0.286 -0.43
C -2.447 1.030 -0.324 -0.07
S 2.075 0.466 -0.154 2.24
O 1.855 0.641 -1.557 -0.95
H 2.529 -1.659 0.978 0.24
C -0.525 0.608 -0.052 0.13
O 2.918 1.389 0.565 -0.91
H -0.294 0.553 -1.164 0.17
N 0.570 0.322 0.693 -0.72